C42H41N8O2Ti as an isolated structure, computed with the ωB97M-V functional and the def2-TZVPD basis.

Last column: Mulliken charge in e.
Element x y z (Å)
Ti1 1.0001 1.8520 0.5859  -0.92
C1 1.6658 4.9390 0.7015  -1.43
N1 2.2441 3.6346 1.1483  0.28
C2 2.3426 3.6088 2.6345  -1.00
C3 0.9404 3.5624 3.1530  0.57
C4 0.4906 4.2139 4.2847  -1.04
C5 -0.8630 4.1633 4.5863  -0.62
C6 -1.7216 3.4816 3.7338  -1.17
C7 -1.1929 2.8372 2.6347  -0.37
N2 0.1210 2.8570 2.3588  1.38
C8 3.6012 3.4934 0.5893  -1.49
C9 3.5431 3.0794 -0.8438  0.94
C10 4.5738 3.4098 -1.7055  -1.09
C11 4.6213 2.8308 -2.9623  -0.71
C12 3.6404 1.9083 -3.2862  -1.15
C13 2.6295 1.6586 -2.3790  -0.41
N3 2.5287 2.2606 -1.1815  1.22
C14 0.4213 4.8393 -0.1350  0.59
C15 -0.1312 6.0063 -0.6441  -1.05
C16 -1.3643 5.9550 -1.2656  -0.66
C17 -2.0213 4.7325 -1.3388  -1.11
C18 -1.3885 3.6147 -0.8447  -0.31
N4 -0.1657 3.6461 -0.2776  0.99
H1 2.4246 5.5121 0.1674  0.74
H2 1.4054 5.5295 1.5831  0.58
H3 2.8918 4.4805 2.9970  0.70
H4 2.8922 2.7105 2.9242  0.41
H5 1.1832 4.7656 4.9061  0.60
H6 -1.2468 4.6701 5.4619  0.47
H7 -2.7857 3.4467 3.9187  0.53
H8 -1.8257 2.2802 1.9567  0.50
H9 4.1140 2.7057 1.1413  0.26
H10 4.1727 4.4144 0.7232  0.67
H11 5.3425 4.0970 -1.3776  0.58
H12 5.4161 3.0708 -3.6555  0.48
H13 3.6479 1.3802 -4.2291  0.53
H14 1.8855 0.9197 -2.6255  0.61
H15 0.3951 6.9454 -0.5313  0.58
H16 -1.8165 6.8524 -1.6664  0.48
H17 -3.0044 4.6447 -1.7787  0.53
H18 -1.8715 2.6494 -0.8980  0.52
C19 -5.6345 -9.5291 -3.5503  -0.85
O1 -5.3380 -9.1480 -2.2067  -0.44
C20 -4.7221 -7.9896 -1.9845  0.90
C21 -4.3445 -7.0835 -2.9802  -0.51
C22 -3.7123 -5.9077 -2.6298  -0.75
C23 -3.4395 -5.6040 -1.2955  0.39
C24 -3.8233 -6.5210 -0.3046  -0.42
C25 -4.4523 -7.6917 -0.6390  -0.89
C26 -2.7765 -4.3608 -0.9764  0.23
N5 -2.4418 -3.4143 -1.8435  -0.88
C27 -1.8455 -2.4469 -1.1137  1.10
C28 -1.8026 -2.7788 0.2349  -0.17
N6 -2.4023 -4.0064 0.3005  -0.08
C29 -1.2683 -1.9161 1.2206  1.06
C30 -1.2460 -2.1440 2.6095  -1.11
C31 -0.7027 -1.1953 3.4367  -1.16
C32 -0.1904 -0.0159 2.8918  -0.55
N7 -0.2151 0.2438 1.5918  0.69
C33 -0.7242 -0.6944 0.7589  -0.15
C34 -0.7163 -0.3627 -0.6304  -0.58
N8 -0.1428 0.8260 -0.9717  1.66
C35 -0.2878 1.2371 -2.2327  -0.87
C36 -0.9108 0.4800 -3.2206  -1.33
C37 -1.4026 -0.7655 -2.9055  -1.06
C38 -1.3192 -1.2054 -1.5774  0.79
H19 -6.1149 -10.4990 -3.4825  0.25
H20 -4.7203 -9.6157 -4.1393  0.36
H21 -6.3164 -8.8156 -4.0148  0.35
H22 -4.5409 -7.2905 -4.0212  0.43
H23 -3.4209 -5.2067 -3.3997  0.44
H24 -3.6429 -6.3288 0.7471  0.24
H25 -4.7554 -8.4048 0.1148  0.44
H26 -2.5478 -4.5762 1.1165  0.19
H27 -1.6525 -3.0572 3.0244  0.53
H28 -0.6640 -1.3429 4.5066  0.50
H29 0.2547 0.7239 3.5413  0.39
H30 0.1101 2.2115 -2.4751  0.91
H31 -0.9881 0.8825 -4.2208  0.55
H32 -1.8755 -1.4023 -3.6424  0.65
C39 2.8934 -1.2180 -0.0936  -1.11
C40 3.2072 -0.3555 1.1155  1.27
C41 2.9276 -1.0831 2.4170  -1.43
C42 4.6246 0.1841 1.0699  -1.64
O2 2.2830 0.8019 1.0654  0.12
H33 3.5416 -2.0945 -0.0887  0.62
H34 3.0760 -0.6751 -1.0207  0.19
H35 1.8600 -1.5667 -0.0663  0.16
H36 3.6423 -1.8986 2.5303  0.56
H37 1.9281 -1.5159 2.4175  0.24
H38 3.0435 -0.4170 3.2731  0.31
H39 5.3242 -0.6517 1.0808  0.56
H40 4.8440 0.7989 1.9445  0.36
H41 4.8047 0.7483 0.1533  0.32

Atoms 1-3, force components in eV/Å:
0.250 -0.178 -0.011
-0.063 0.010 -0.010
0.020 0.070 -0.038

Computed properties:
2S+1: 1
Lowest unoccupied orbital energy: -8.85 eV
E_tot: -83333.781 eV
Total charge: +3

=====

C42H41NO3P2SZn as an isolated structure at a distorted geometry, computed with the ωB97M-V functional and the def2-TZVPD basis.

Last column: Mulliken charge in e.
Element x y z (Å)
Zn1 2.7222 0.1531 -0.2630  -0.76
C1 3.9551 0.9506 1.1555  -0.19
C2 3.5454 1.9804 0.3117  0.72
C3 4.2404 2.4001 -0.9720  -1.51
C4 4.7523 1.2782 -1.8842  -1.55
C5 4.0383 -0.0731 -1.7885  -0.26
C6 4.2626 -1.0768 -0.8626  1.18
C7 5.2737 -1.0758 0.2359  -1.52
C8 5.2900 0.2496 1.0522  -1.19
C9 -2.1298 -1.8767 -0.9163  -1.05
H1 3.5130 0.9214 2.1583  0.59
H2 2.9174 2.7611 0.7509  0.69
H3 5.0860 3.0730 -0.7539  0.43
H4 3.5119 3.0232 -1.5215  0.33
H5 4.5973 1.6363 -2.9168  0.36
H6 5.8392 1.1375 -1.7676  0.27
H7 3.5022 -0.3330 -2.7056  0.72
H8 3.8497 -2.0635 -1.0669  0.04
H9 6.3112 -1.2583 -0.1313  0.37
H10 4.9961 -1.9203 0.8935  0.41
H11 5.6063 -0.0256 2.0689  0.38
H12 6.0503 0.9253 0.6404  0.25
H13 -2.0447 -1.8571 0.1884  0.05
H14 -2.6475 -2.7998 -1.2423  0.52
H15 -2.7199 -1.0148 -1.2560  0.46
P1 -0.6258 1.3875 0.7645  1.97
P2 -0.4935 -1.8062 -1.5767  2.56
C10 0.4433 0.7369 -0.6085  -0.64
C11 0.6196 -0.4410 -1.3648  -1.10
C12 -0.7325 3.1884 0.4346  -0.62
C13 0.2227 4.1162 -0.0649  0.28
C14 -0.1537 5.4549 -0.2571  -0.73
C15 -1.4372 5.9010 0.0575  -0.61
C16 -2.3526 4.9949 0.6123  -0.49
C17 -1.9876 3.6780 0.8409  -0.92
C18 0.2422 1.2384 2.3835  0.21
C19 0.6718 -0.0587 2.7438  -0.25
C20 1.2222 -0.2802 4.0007  -0.70
C21 1.3870 0.7887 4.8794  -0.58
C22 1.2069 2.0953 4.4279  -0.62
C23 0.6794 2.3331 3.1483  -0.29
C24 -0.7102 -1.9234 -3.3447  -0.02
C25 -1.3281 -0.8451 -4.0028  -0.57
C26 -1.6923 -0.9766 -5.3392  -0.70
C27 -1.3991 -2.1572 -6.0294  -0.48
C28 -0.7132 -3.1965 -5.3960  -0.70
C29 -0.3751 -3.0862 -4.0440  -0.39
C30 0.4206 -3.2460 -1.0060  0.18
C31 -0.0423 -4.0090 0.0858  -0.59
C32 0.7436 -5.0587 0.5637  -0.68
C33 1.9983 -5.3128 0.0098  -0.69
C34 2.4682 -4.5490 -1.0621  -0.74
C35 1.6865 -3.5114 -1.5608  -0.55
H16 0.6248 1.6612 -1.1778  0.46
H17 1.2599 -0.3456 -2.2544  0.65
H18 1.2604 3.8546 -0.3037  0.17
H19 0.5652 6.1696 -0.6809  0.41
H20 -1.7355 6.9355 -0.1363  0.37
H21 -3.3686 5.2915 0.8449  0.45
H22 -2.7088 3.0221 1.3256  0.27
H23 0.5361 -0.8479 2.0410  0.48
H24 1.5026 -1.2856 4.2833  0.46
H25 1.6599 0.5929 5.9204  0.39
H26 1.3801 2.9255 5.0987  0.42
H27 0.5591 3.3673 2.8077  0.40
H28 -1.5398 0.0770 -3.4570  0.40
H29 -2.2142 -0.1562 -5.8430  0.39
H30 -1.7001 -2.2673 -7.0756  0.36
H31 -0.4450 -4.1050 -5.9457  0.39
H32 0.1365 -3.9024 -3.5364  0.37
H33 -1.0031 -3.7760 0.5643  0.35
H34 0.3598 -5.6671 1.3886  0.42
H35 2.6118 -6.1029 0.4220  0.41
H36 3.4415 -4.7585 -1.5043  0.43
H37 2.0588 -2.8860 -2.3838  0.65
O1 -4.3884 -2.0351 4.0422  -0.65
S1 -4.5075 -1.8784 2.6185  1.12
O2 -4.9568 -2.9772 1.7996  -0.64
N1 -3.1313 -1.1204 1.9300  -0.48
C36 -3.3177 0.0971 1.4956  0.70
O3 -2.3735 0.8201 0.8650  -0.32
C37 -4.7286 0.5321 1.6471  0.04
C38 -5.4051 1.6766 1.1902  -0.14
C39 -6.7841 1.7747 1.4109  -0.72
C40 -7.5100 0.7751 2.0807  -0.45
C41 -6.8423 -0.3731 2.5242  -0.70
C42 -5.4734 -0.4582 2.2707  0.09
H38 -4.8411 2.4531 0.6648  0.55
H39 -7.3311 2.6524 1.0536  0.37
H40 -8.5863 0.8719 2.2524  0.38
H41 -7.3515 -1.1775 3.0543  0.42

Atoms 1-3, force components in eV/Å:
-1.936 -0.356 0.532
0.042 -1.065 1.656
-0.410 0.884 -1.137

Computed properties:
Energy relative to the best compared isomer or geometry (same formula, charge and spin): 48.4 kcal per mole
2S+1: 1
Lowest unoccupied orbital energy (spin up / spin down): -0.35 / -0.33 eV
E_tot: -129673.830 eV
Total charge: 0

=====

Which of these has the lowest total charge?
C42H41NO3P2SZn

=====

Number 1 is which compound?
C42H41N8O2Ti

=====

What is the formula in the first record?
C42H41N8O2Ti